{"formula": "C2H9NO", "method": "ωB97M-V/def2-TZVPD", "species": ["C", "N", "H", "H", "H", "H", "H", "H", "C", "O", "H", "H", "H"], "xyz": [[1.032849, -0.600889, -0.143993], [-1.963263, -0.263007, -2.205449], [1.240496, 0.291726, -0.693030], [1.761993, -1.378561, -0.503785], [0.059429, -0.807013, -0.236471], [-2.124349, -0.837014, -2.922999], [-2.431368, 0.643954, -2.453747], [-2.483581, -0.721307, -1.363952], [0.926262, 0.823615, 2.120711], [1.390337, -0.353939, 1.286087], [0.325137, 1.540776, 1.632455], [0.370144, 0.408253, 2.939468], [1.895915, 1.253405, 2.544705]], "forces_ev_per_a": [[4.525, 1.322, 2.353], [-0.990, 2.709, 4.970], [0.139, 0.708, -0.574], [-1.060, 0.550, 0.556], [-3.629, -1.272, -0.433], [-0.651, -2.873, -3.624], [0.510, -1.274, 0.656], [1.119, 1.433, -1.995], [2.804, -2.199, -0.584], [-0.566, 0.620, -0.055], [-0.442, 0.803, -0.944], [-0.330, -0.257, 0.384], [-1.428, -0.269, -0.709]], "lumo_ev": 0.97, "e_tot_ev": -5755.634, "smiles": "COC.N", "total_charge": 0, "relative_energy_kj_mol": 182.3, "homo_energy_ha": -0.343}